[1]
159
Properties=species:S:1:pos:R:3:lowdin_charge:R:1 method="wB97M-V/def2-TZVPD" e_lumo_ev=1.462 gap_ev=5.852 total_charge=-1 energy_ha=-5149.4567 spin_multiplicity=1
C -3.62 -1.49 -3.97 -0.267
H -5.23 9.96 8.61 0.057
H 5.14 0.93 -1.71 0.101
H 3.15 -11.67 3.98 0.107
S -6.77 5.36 3.84 0.805
H -1.27 3.73 -5.49 0.100
H -0.16 6.93 2.68 0.062
C -0.76 0.88 -3.58 -0.134
H 3.82 -10.27 4.84 0.115
C 5.58 1.19 -3.82 -0.191
H -2.85 9.85 7.92 0.058
C -6.02 6.97 3.70 -0.264
H -0.54 3.54 2.02 0.049
H -1.31 -4.13 -0.40 0.098
C 0.99 -7.72 1.76 -0.231
C 3.79 -10.08 2.69 -0.216
C 1.68 -10.97 -2.39 -0.274
H 4.81 4.46 0.16 0.089
H -5.16 6.94 3.03 0.029
H 4.35 -10.57 1.89 0.105
C -0.68 -3.36 0.06 -0.177
C 3.84 4.15 -0.24 -0.243
H -0.81 2.90 -3.02 0.075
H 6.79 1.35 -2.06 0.095
H -2.83 5.75 -2.65 0.063
H 0.74 -0.95 -2.04 0.143
H -6.46 8.70 8.29 0.050
H -0.92 -0.50 0.41 0.116
C -0.52 3.02 -5.13 -0.217
C -5.41 8.89 8.51 -0.268
H 1.27 -2.86 -0.84 0.105
C -4.36 -3.46 -5.60 -0.286
H -6.76 7.68 3.32 0.061
H -0.31 -7.93 -2.03 0.050
H -1.32 -2.59 0.46 0.099
H 6.55 1.12 -4.30 0.097
H -1.11 0.18 -4.36 0.087
H 4.57 -12.69 5.79 0.066
H -1.47 7.80 -2.37 0.058
H -3.63 2.84 4.27 0.035
H -3.48 -4.00 -5.26 0.048
H 1.53 1.25 -7.29 0.101
H -2.76 -2.09 -3.68 0.054
C 4.02 3.30 -1.51 -0.205
H 1.18 -4.04 0.95 0.098
H -4.65 -3.79 -6.60 0.039
O -5.71 4.40 4.23 -0.552
H 0.04 -3.33 -1.98 0.109
C 2.22 1.99 -5.40 -0.238
H -3.65 3.01 2.51 0.055
H -2.21 2.41 -3.92 0.102
H 3.17 2.34 0.79 0.067
H 6.06 -10.83 3.92 0.106
C -0.94 7.17 3.40 -0.250
H -2.79 5.41 -0.89 0.042
S -0.61 5.64 -1.81 0.799
H -1.14 9.88 2.54 0.053
H 6.20 -13.15 5.30 0.061
H -2.39 4.12 -2.06 0.037
H 0.06 -8.22 1.45 0.113
O -0.50 0.89 -0.97 -0.107
C 3.94 -10.92 3.97 -0.235
O -2.73 6.87 1.48 -0.555
H 0.32 3.63 -4.81 0.072
S 1.66 -9.17 -2.42 0.813
H -5.19 -3.60 -4.91 0.051
H -2.64 8.25 8.71 0.055
C 5.30 -11.60 4.07 -0.279
H 3.32 3.74 1.86 0.062
H 6.13 3.31 -1.13 0.093
S -4.44 8.25 7.14 0.803
H -0.18 -5.98 0.36 0.100
C 0.11 -4.06 1.19 -0.208
H 4.06 2.75 -4.00 0.072
H 5.22 2.66 -5.34 0.108
C -0.18 2.13 -6.33 -0.204
H 3.49 3.81 -2.33 0.097
H -2.64 4.10 3.49 0.038
B -1.36 0.42 -2.13 -0.684
H -5.69 7.28 4.69 0.007
C -7.08 5.10 2.09 -0.265
C -1.12 2.32 -3.89 -0.227
H 0.24 -6.41 3.28 0.109
S -3.96 -1.70 -5.71 0.796
H -0.35 -9.48 -1.16 0.055
H 0.11 7.88 -1.53 0.047
H 0.95 -8.86 3.58 0.107
C -0.09 -1.31 -1.40 -0.395
C 1.69 -8.59 2.82 -0.206
H -0.01 -3.53 2.13 0.110
H 0.34 0.80 -3.56 0.083
H 2.71 -11.28 -2.52 0.047
H 0.87 -0.16 0.23 0.120
C 3.57 1.29 -5.46 -0.201
H -2.24 9.74 1.15 0.054
H 1.63 -5.78 2.39 0.110
H -5.13 8.37 9.43 0.053
O -5.25 -1.01 -6.01 -0.572
O -0.80 2.20 4.49 -0.582
H 1.64 -7.66 0.89 0.090
H 3.50 2.35 -1.40 0.102
H -0.98 1.40 -6.44 0.102
H 0.02 1.88 1.70 0.039
C -3.03 3.09 3.40 -0.280
H -2.50 0.90 -1.95 0.105
C -2.34 5.19 -1.86 -0.243
H 5.40 -12.32 3.25 0.102
O -4.74 9.12 5.97 -0.555
H -3.38 -0.44 -3.79 0.036
H -7.78 5.86 1.73 0.050
C -2.84 8.77 7.77 -0.265
O 2.35 -8.72 -1.19 -0.551
H -0.66 -9.43 -2.93 0.052
C 1.14 1.36 -6.27 -0.215
H -1.29 -5.62 1.72 0.112
H -1.24 6.27 3.93 0.046
H 2.34 3.06 -5.59 0.120
S -2.37 7.84 2.55 0.800
H 1.75 -10.73 2.51 0.100
H -6.14 5.15 1.55 0.059
C -0.09 -0.28 -0.28 -0.190
H 1.87 1.92 -4.36 0.105
C 3.03 3.42 0.85 -0.102
H -0.21 2.75 -7.23 0.096
H 2.45 -7.97 3.29 0.105
C 0.69 -6.32 2.28 -0.218
H 2.36 -9.75 1.14 0.077
C -1.51 9.21 1.77 -0.267
C -0.26 -5.54 1.36 -0.217
H -2.09 8.49 7.03 0.044
H 3.46 0.29 -5.04 0.105
H -0.57 7.91 4.12 0.050
H 4.27 -9.11 2.85 0.109
C 5.48 3.05 -1.97 -0.204
O -0.07 5.49 -3.19 -0.541
H -7.52 4.11 1.98 0.049
C 4.62 2.08 -4.64 -0.197
H 1.07 -11.35 -3.21 0.050
H 1.30 -11.32 -1.43 0.055
H 3.27 5.04 -0.51 0.092
H -0.70 8.83 1.16 0.044
H 5.18 0.17 -3.82 0.093
H 0.98 0.35 -5.90 0.103
H -1.51 2.42 0.99 0.058
C 0.20 -2.76 -1.06 -0.129
H -1.38 7.54 -0.60 0.008
H 5.93 -11.62 6.14 0.066
H 5.72 3.71 -2.80 0.105
C 5.76 1.59 -2.33 -0.204
H -4.50 -1.77 -3.39 0.067
O -1.34 -1.10 -1.99 -0.055
H 3.87 1.19 -6.51 0.105
C -0.85 2.51 1.86 -0.265
C 2.34 -9.86 2.23 -0.198
C -0.87 7.40 -1.55 -0.274
C 5.52 -12.31 5.41 -0.118
C -0.10 -8.99 -2.10 -0.265
H 1.96 3.60 0.73 0.057
S -1.69 1.90 3.32 0.806

[2]
166
Properties=species:S:1:pos:R:3:lowdin_charge:R:1 method="wB97M-V/def2-TZVPD" e_lumo_ev=-3.846 gap_ev=6.345 total_charge=+1 energy_ha=-3090.5797 spin_multiplicity=1
H 6.27 0.35 7.14 0.080
H -1.98 0.83 1.65 0.074
C 0.43 -4.90 1.01 -0.163
H -0.71 3.23 -6.78 0.064
H -3.12 -4.99 1.59 0.099
C -2.88 8.08 3.72 -0.101
H 2.95 -4.74 2.06 0.126
H 1.33 -6.41 0.04 0.157
H -5.46 7.59 -2.99 0.085
C -3.42 -6.09 1.59 -0.076
H -3.07 -6.67 4.73 0.125
H -4.90 1.90 1.46 0.080
O -1.84 5.52 -4.99 -0.191
C -6.01 7.61 1.18 -0.420
H -2.99 -2.44 -2.74 0.078
H 2.77 -7.00 -5.90 0.079
H -1.38 -7.00 2.14 0.113
C 3.57 -7.47 -6.48 -0.111
H -6.81 7.77 -1.87 0.075
H -0.47 -7.07 -0.23 0.116
C -2.58 10.45 5.89 -0.074
H 5.33 -1.93 6.45 0.134
H -0.26 -3.10 -0.60 0.126
C -3.92 9.79 6.19 -0.430
C -1.38 5.92 -6.27 -0.104
H 6.20 -0.80 -3.80 0.080
C 1.13 -1.65 1.85 -0.196
C -5.73 7.91 -1.98 -0.105
C 2.73 -5.70 1.50 -0.106
C 6.58 -8.23 -7.18 -0.430
C 5.61 -0.27 7.75 -0.070
C 5.89 -8.35 -8.54 -0.072
N 3.69 -1.77 7.74 0.040
H -0.38 3.69 -4.32 0.072
H -4.74 3.37 2.41 0.073
H -2.87 3.01 -1.40 0.108
H -4.86 7.86 6.29 0.121
H -2.08 4.74 0.31 0.076
O -2.99 -2.76 -0.42 -0.161
C -1.80 -3.16 3.08 0.161
H 3.74 -6.86 -7.37 0.077
C -2.77 4.44 -5.00 -0.205
H -5.47 8.96 -1.86 0.092
H 6.09 -1.74 -1.10 0.094
H -1.75 9.82 6.23 0.077
H 4.84 -7.74 0.06 0.078
H 4.19 -2.00 -4.83 0.138
H 4.81 0.19 5.13 0.120
O 2.98 0.47 6.08 -0.206
C 3.37 1.73 6.60 -0.099
H -1.35 3.02 -3.24 0.053
H -2.98 7.44 2.84 0.071
N -1.00 2.89 -4.18 0.043
C -4.81 7.68 0.21 -0.203
N 3.84 -7.46 0.01 -0.017
H -7.72 8.32 -0.01 0.064
H -2.50 11.41 6.40 0.078
H 7.06 -2.35 -3.86 0.066
O -1.89 1.70 -0.22 -0.184
H 6.25 -3.29 -0.26 0.080
H 2.00 -1.16 1.30 0.139
H 0.02 -0.36 3.39 0.078
H -6.78 5.99 0.25 0.069
H 6.97 -3.11 -1.85 0.079
H -3.29 -1.34 -1.55 0.130
H 3.02 -1.05 7.99 0.072
H 3.15 -2.42 7.17 0.067
C -2.12 3.05 -5.12 -0.432
H 3.64 -1.11 5.02 0.103
H -0.25 -4.57 -1.81 0.137
O 4.91 -3.32 -1.80 -0.221
H -3.46 2.17 2.44 0.064
C 1.04 -0.83 3.23 -0.056
O 4.74 -7.50 -5.67 -0.209
H 6.47 -1.61 -5.34 0.082
N -4.98 10.54 5.50 0.039
H -5.64 7.85 2.18 0.123
H 3.24 -8.48 -6.76 0.091
N -2.44 4.20 1.09 0.047
C -3.97 8.29 5.83 -0.203
H -7.79 8.73 1.70 0.078
C 4.90 -2.50 -4.16 -0.427
H -4.08 9.87 7.27 0.135
H -3.29 4.49 -4.04 0.116
N 7.17 -6.89 -7.07 0.041
H -2.43 10.65 4.82 0.063
N -0.85 -4.94 0.30 -0.080
O -3.16 -7.25 3.94 0.032
O -5.06 -6.18 3.37 0.094
H 3.60 -7.56 -0.98 0.070
H -2.02 -6.37 -0.85 0.134
H 4.15 -4.34 -4.62 0.067
H -2.16 5.83 -7.03 0.092
H -2.46 -7.98 0.98 0.131
C -1.29 -6.33 0.02 -0.169
H -2.39 2.99 -7.28 0.079
C 4.06 -0.38 5.71 -0.214
C -2.45 -2.05 -1.78 -0.043
C -2.09 -6.95 1.27 -0.142
H 5.05 0.38 8.42 0.066
H 3.51 1.67 7.68 0.077
H -3.53 4.60 -5.77 0.120
H -4.20 -6.21 0.78 0.140
H 5.29 -9.27 -8.59 0.079
H -4.44 8.70 0.10 0.121
H -1.24 -0.13 0.37 0.063
O 1.50 -3.03 2.01 -0.114
H 7.39 -8.96 -7.17 0.136
H 6.28 -8.66 -5.10 0.118
H -4.92 10.32 4.51 0.067
H -2.89 2.31 -4.86 0.132
H -3.00 0.05 0.39 0.081
H -1.67 3.57 1.33 0.069
C 4.30 -2.44 -2.74 -0.204
C -4.19 2.65 1.79 -0.066
C -0.73 -3.56 2.64 -0.094
H 1.88 -0.08 3.34 0.078
C -1.64 2.72 -6.53 -0.074
H -3.89 1.71 -0.80 0.120
H -3.11 7.75 6.25 0.118
H -2.70 -3.00 3.75 0.091
H 5.57 -4.39 -3.89 0.070
C 6.23 -1.78 -4.28 -0.068
H -1.45 1.65 -6.62 0.074
H 4.28 -1.42 -2.35 0.120
H -3.99 7.10 0.66 0.102
H -2.03 7.73 4.31 0.092
H 7.71 -6.84 -6.21 0.070
N 0.50 -3.94 2.07 -0.031
H 0.24 -1.46 1.17 0.102
H -5.89 5.61 1.53 0.054
C -3.09 2.41 -0.51 -0.194
C 3.87 -6.01 0.40 -0.225
H 4.27 2.11 6.12 0.093
O -4.09 8.02 4.44 -0.204
H -1.09 6.97 -6.20 0.089
H -6.69 9.61 0.64 0.079
H -5.88 10.16 5.78 0.073
O -5.04 7.08 -1.06 -0.201
C 6.12 -2.82 -1.24 -0.101
C -3.94 -6.51 3.01 -0.430
C 4.71 -1.14 6.88 -0.431
H 1.14 -1.60 4.07 0.086
N 5.06 -3.89 -4.62 0.047
H 4.90 -5.68 0.74 0.127
H 6.63 -8.40 -9.34 0.079
H -2.91 -4.45 -1.97 0.164
C -0.72 -4.09 -0.91 -0.066
H 2.55 2.43 6.41 0.089
H -4.31 4.03 0.18 0.128
N -6.60 6.27 1.22 0.049
H -2.71 9.10 3.36 0.077
H 3.25 -2.77 -2.80 0.113
C -3.55 3.37 0.61 -0.425
H 6.24 -0.90 8.38 0.080
H 6.41 -6.23 -6.92 0.065
H 3.54 -5.40 -0.51 0.112
C -2.29 -3.66 -1.36 -0.160
H -0.50 5.35 -6.55 0.074
N 1.44 -5.69 0.76 0.161
H 2.79 -6.54 2.26 0.143
C 5.65 -8.54 -5.99 -0.206
H 5.12 -9.49 -6.13 0.118
H 5.24 -7.50 -8.76 0.065
C -2.06 0.56 0.59 -0.110
C -7.11 8.62 0.85 -0.068

[3]
156
Properties=species:S:1:pos:R:3:mulliken_spin:R:1 method="wB97M-V/def2-TZVPD" e_lumo_ev="2.121 / 2.030" gap_ev="1.670 / 7.829" total_charge=-1 energy_ha=-2523.0680 spin_multiplicity=2
C -0.23 -6.76 -0.69 0.175
O -1.82 6.58 2.44 -0.030
N -0.89 0.64 -0.99 -0.142
C 6.31 0.61 -2.53 -0.009
H -2.98 -0.60 -1.39 0.068
H -4.08 -0.31 5.62 0.008
C 2.38 -5.14 1.76 0.111
C -0.31 -1.32 0.18 0.413
H 6.86 -4.63 -3.16 0.011
H -5.52 -1.15 2.08 0.037
O -3.30 4.89 4.48 -0.013
C 1.99 -7.62 1.72 0.063
H -1.36 5.32 -4.38 -0.053
C -1.37 -0.19 0.09 -1.653
H -3.51 -0.65 0.30 0.143
H -2.64 -2.00 -0.44 0.411
H -7.17 -0.57 -1.71 -0.018
H 2.09 -4.17 2.17 0.033
H 1.78 4.22 -6.24 -0.044
H -6.01 2.46 0.46 0.057
H -1.87 3.02 3.22 0.033
C -0.45 5.92 -4.27 0.061
C -1.74 7.83 0.44 0.000
H 2.54 0.67 -0.66 0.210
C 4.55 0.35 1.35 -0.011
H -2.78 8.16 0.39 -0.002
H 2.30 -6.55 4.31 0.003
C 1.40 -6.28 3.74 0.054
C -3.16 -2.37 3.70 -0.050
H 1.78 -1.67 0.21 -0.084
H -0.02 3.68 -6.24 -0.072
H 5.01 -0.14 0.50 -0.010
C -0.21 -5.57 0.36 -0.794
C -1.56 -4.78 0.30 0.371
O -1.82 1.45 -1.59 0.555
C -2.70 -0.91 -0.38 -0.052
C 0.92 -4.54 -0.13 0.693
H -1.90 1.06 -2.46 0.046
H 7.33 0.99 -2.52 -0.038
H -4.13 3.18 2.44 0.016
H 4.28 2.42 3.31 -0.017
H -1.77 4.47 0.39 -0.047
O 5.82 2.37 0.91 -0.010
H -2.77 -2.50 2.69 0.081
H 3.00 -7.87 2.04 0.012
H 4.38 1.15 -4.67 -0.028
C 0.82 4.15 -5.74 -0.267
H 0.25 5.64 -7.34 0.009
H 0.78 -7.07 -0.97 -0.010
C 0.52 1.23 -1.15 -0.475
H -0.57 6.12 0.82 0.019
C -6.41 1.89 -0.37 -0.005
H -2.25 1.65 4.18 -0.009
C 1.19 -0.75 0.31 0.104
H 1.70 -0.48 -1.68 -0.349
H 1.02 3.53 -4.86 0.327
H -1.27 8.63 1.01 0.005
H -7.13 2.64 -0.68 -0.035
H -3.75 3.22 5.57 -0.001
H -5.46 3.59 3.58 -0.010
O -6.16 -0.21 0.70 -0.156
O -0.79 -6.91 2.12 0.007
C 5.29 1.69 -2.71 -0.536
C 2.37 -4.90 0.22 -0.312
H 2.25 -7.56 0.66 -0.001
H -0.46 -1.95 -0.70 -0.157
H -5.54 1.86 -1.02 0.150
H -3.83 -0.35 3.35 0.047
H 3.05 -4.08 0.00 0.096
C -2.15 2.74 4.24 0.010
H -1.60 -3.97 1.02 -0.039
C 0.88 1.59 -2.59 0.403
N 0.10 -6.07 1.65 0.182
H -1.70 -4.29 -0.67 -0.045
H 6.23 0.06 -1.59 0.003
H -0.69 -2.00 0.94 0.015
H -5.75 -0.43 5.12 0.005
H -2.40 5.85 2.66 0.006
H 0.78 2.31 0.78 0.068
C 1.58 0.16 -0.81 0.210
H 3.10 -4.33 -2.74 0.121
H 4.30 1.43 -2.33 0.256
H -1.35 -6.43 2.73 0.002
O -0.13 6.09 -6.59 -0.030
H -4.91 -1.87 5.74 -0.003
C -2.37 5.37 0.28 0.030
H -3.30 5.33 0.84 0.023
C 4.50 1.86 1.12 0.000
H 0.82 -7.14 4.06 0.007
C 0.51 5.63 -5.45 0.070
C 4.92 1.99 -4.22 0.156
C -4.54 3.03 3.44 0.001
H 5.76 -4.79 -4.48 -0.038
C 3.59 -3.47 -3.20 -0.291
H -2.38 -5.46 0.53 0.041
H 5.18 -3.54 -1.77 0.021
H -3.44 -3.31 4.18 -0.011
H -1.37 3.00 4.96 -0.012
H -1.61 -0.09 2.29 -0.007
C -4.80 -0.97 5.14 0.025
O 5.73 -2.37 -3.29 -0.193
H -2.44 -1.97 4.41 0.010
H -0.89 -7.53 -0.30 0.041
H 0.30 2.48 -2.83 0.101
H -2.73 5.02 5.25 0.000
C 0.67 2.46 -0.30 0.203
H 3.80 3.60 2.23 0.015
H 5.78 2.21 -4.85 -0.126
C 5.07 -3.53 -2.86 0.152
H 6.76 2.72 -2.23 0.014
H 4.30 2.89 -4.20 0.189
C 3.84 2.51 2.32 0.004
C -3.52 3.47 4.53 0.003
H -2.39 1.30 1.29 0.014
H 2.82 2.18 2.49 0.004
C -1.59 0.57 1.42 0.252
H -0.67 6.98 -4.14 -0.005
H 3.76 2.06 0.33 0.062
H 0.64 -3.61 0.34 -0.160
H 0.57 0.77 -3.23 0.136
H 1.54 3.09 -0.50 -0.032
H 6.20 -0.10 -3.35 0.134
C 5.80 -4.71 -3.40 0.114
H 0.01 5.61 -3.33 0.022
H -2.59 5.49 -0.79 0.041
H 0.89 -4.39 -1.21 0.147
H -0.52 -6.38 -1.67 -0.064
H 3.11 -2.64 -2.68 0.378
H 2.71 -5.71 -0.41 -0.032
H -5.43 -0.29 0.08 0.093
C -4.28 -1.27 3.72 -0.226
C 1.41 -6.31 2.17 -0.283
C -1.58 6.46 1.01 -0.003
H -4.80 1.98 3.62 0.008
C -7.10 0.58 0.03 -0.202
H -1.20 7.90 -0.50 -0.004
H 1.44 6.16 -5.23 -0.031
H 3.28 -3.39 -4.25 -0.232
H -0.17 3.10 -0.56 -0.116
C -7.88 -0.20 -0.97 0.147
H -7.81 0.96 0.77 -0.046
O -5.34 -1.70 2.84 -0.021
H 1.93 1.81 -2.80 0.244
H -0.81 1.26 1.74 0.056
H 0.98 -5.44 4.30 0.000
H 5.49 -5.69 -3.02 -0.032
O 5.82 2.79 -2.03 -0.005
H -8.44 -1.08 -0.63 0.017
H 5.10 0.04 2.24 0.003
H 3.42 -5.28 2.06 -0.037
H -8.55 0.49 -1.49 -0.018
H 5.31 -2.04 -4.08 0.054
H 1.26 -8.41 1.61 -0.006
H 1.49 -0.24 1.23 0.090
H 5.92 2.43 -0.05 0.014
H 3.55 -0.08 1.41 0.011